{
  "formula": "C51H40O28",
  "method": "wB97M-V/def2-TZVPD",
  "species": ["C", "O", "C", "C", "C", "C", "C", "C", "C", "C", "C", "C", "C", "C", "C", "O", "O", "C", "O", "H", "H", "H", "H", "H", "H", "H", "H", "H", "H", "H", "H", "H", "H", "H", "H", "C", "C", "C", "O", "C", "C", "C", "O", "O", "O", "H", "H", "H", "H", "C", "C", "C", "O", "C", "C", "C", "O", "O", "O", "H", "H", "H", "H", "C", "C", "C", "O", "C", "C", "C", "O", "O", "O", "H", "H", "H", "H", "C", "C", "C", "O", "C", "C", "C", "O", "O", "O", "H", "H", "H", "H", "C", "C", "C", "O", "C", "C", "C", "O", "O", "O", "H", "H", "H", "H", "C", "C", "C", "O", "C", "C", "C", "O", "O", "O", "H", "H", "H", "H"],
  "positions_angstrom": [[5.301, -4.526, 3.254], [4.524, -3.329, 3.459], [3.548, -3.619, 4.481], [2.165, -4.005, 3.794], [1.012, -3.579, 4.792], [0.004, -2.561, 4.221], [-0.912, -2.651, 3.193], [-1.116, -3.907, 2.303], [-1.596, -5.079, 3.252], [-1.037, -6.401, 3.063], [-1.475, -7.458, 3.982], [-2.427, -7.111, 5.018], [-2.990, -5.780, 5.203], [-2.561, -4.731, 4.286], [-1.711, -1.319, 3.087], [-2.347, -0.828, 2.209], [-1.558, -0.777, 4.395], [-0.239, -1.096, 4.758], [0.591, -0.477, 5.336], [5.942, -4.329, 2.358], [5.935, -4.781, 4.150], [4.600, -5.387, 3.059], [3.465, -2.705, 5.123], [3.911, -4.451, 5.147], [2.066, -3.598, 2.762], [2.152, -5.131, 3.760], [1.419, -3.128, 5.739], [0.430, -4.493, 5.099], [-0.170, -4.149, 1.763], [-1.931, -3.776, 1.546], [-0.288, -6.570, 2.254], [-1.029, -8.467, 3.856], [-2.758, -7.914, 5.717], [-3.707, -5.525, 6.019], [-2.985, -3.715, 4.424], [-3.071, -1.281, -2.639], [-3.352, -1.150, -1.337], [-4.728, -0.799, -0.868], [-4.948, -0.708, 0.324], [-5.762, -0.575, -1.879], [-5.477, -0.703, -3.179], [-4.109, -1.080, -3.646], [-3.900, -1.203, -4.840], [-6.410, -0.499, -4.128], [-2.410, -1.328, -0.394], [-2.081, -1.536, -2.991], [-6.748, -0.304, -1.529], [-5.955, -0.654, -4.978], [-2.859, -1.179, 0.474], [0.186, 0.672, -0.140], [0.138, 1.573, -1.124], [0.788, 2.911, -0.984], [0.732, 3.691, -1.922], [1.460, 3.223, 0.278], [1.499, 2.318, 1.263], [0.869, 0.973, 1.104], [0.925, 0.160, 2.004], [2.102, 2.576, 2.435], [-0.495, 1.320, -2.287], [-0.277, -0.302, -0.221], [1.911, 4.201, 0.374], [1.992, 1.767, 2.972], [-0.384, 2.127, -2.834], [2.028, 8.390, -1.257], [1.514, 7.238, -1.704], [0.572, 7.206, -2.870], [0.139, 6.141, -3.264], [0.207, 8.479, -3.490], [0.719, 9.626, -3.038], [1.679, 9.656, -1.895], [2.135, 10.725, -1.528], [0.395, 10.811, -3.592], [1.824, 6.063, -1.124], [2.710, 8.429, -0.418], [-0.487, 8.445, -4.319], [0.897, 11.480, -3.088], [1.329, 5.366, -1.619], [0.118, 1.225, -5.986], [0.664, 2.380, -5.593], [1.961, 2.864, -6.158], [2.413, 3.931, -5.785], [2.638, 2.021, -7.143], [2.094, 0.865, -7.534], [0.784, 0.394, -6.989], [0.317, -0.656, -7.387], [2.698, 0.071, -8.436], [0.073, 3.163, -4.669], [-0.820, 0.865, -5.587], [3.584, 2.374, -7.531], [2.104, -0.697, -8.547], [0.664, 3.936, -4.560], [3.378, -9.664, 0.088], [2.913, -8.702, 0.890], [1.763, -7.838, 0.487], [1.360, -6.983, 1.260], [1.169, -8.053, -0.829], [1.635, -9.013, -1.634], [2.769, -9.897, -1.221], [3.149, -10.770, -1.977], [1.107, -9.230, -2.850], [3.458, -8.466, 2.098], [4.208, -10.298, 0.368], [0.348, -7.409, -1.115], [1.616, -9.973, -3.228], [2.945, -7.727, 2.477], [-0.836, 7.945, 1.383], [-1.147, 8.109, 2.673], [-2.532, 8.477, 3.102], [-2.775, 8.598, 4.288], [-3.541, 8.681, 2.064], [-3.228, 8.520, 0.774], [-1.851, 8.126, 0.348], [-1.615, 7.972, -0.837], [-4.138, 8.704, -0.200], [-0.231, 7.951, 3.644], [0.161, 7.677, 1.060], [-4.534, 8.963, 2.385], [-3.666, 8.526, -1.036], [-0.705, 8.123, 4.481]],
  "gap_ev": 7.18,
  "homo_ev": -9.2,
  "energy_ev": -110860.667,
  "spin_multiplicity": 1
}

=====

{
  "formula": "C29H44GeN2O6PPtSi3",
  "method": "wB97M-V/def2-TZVPD",
  "species": ["Pt", "C", "C", "N", "C", "C", "N", "C", "O", "O", "C", "O", "O", "H", "H", "H", "H", "H", "O", "C", "O", "C", "P", "C", "C", "C", "C", "C", "C", "C", "C", "C", "C", "C", "C", "H", "H", "H", "H", "H", "H", "H", "H", "H", "H", "H", "H", "C", "Si", "C", "C", "Ge", "Si", "C", "C", "C", "Si", "C", "C", "C", "H", "H", "H", "H", "H", "H", "H", "H", "H", "H", "H", "H", "H", "H", "H", "H", "H", "H", "H", "H", "H", "H", "H", "H", "H", "H", "H"],
  "positions_angstrom": [[-0.486, 0.111, -0.507], [-3.568, -2.415, -0.852], [-3.321, -1.565, 0.336], [-2.424, -0.602, 0.420], [-2.504, -0.074, 1.683], [-3.481, -0.729, 2.379], [-3.989, -1.656, 1.506], [-3.983, -0.702, 3.774], [-3.456, 0.194, 4.577], [-4.820, -1.505, 4.115], [-1.547, 0.997, 2.097], [-1.643, 1.498, 3.217], [-0.663, 1.325, 1.225], [-2.672, -2.435, -1.469], [-4.385, -2.013, -1.451], [-3.818, -3.434, -0.563], [-4.727, -2.296, 1.762], [-2.769, 0.755, 4.103], [3.857, 0.160, -0.894], [2.709, -0.072, -0.555], [1.738, 0.759, -0.597], [2.409, -1.476, 0.024], [0.639, -1.880, 0.077], [0.130, -2.183, 1.785], [0.594, -1.291, 2.755], [0.062, -1.308, 4.032], [-0.940, -2.210, 4.360], [-1.409, -3.097, 3.401], [-0.885, -3.079, 2.118], [0.396, -3.369, -0.911], [0.430, -4.662, -0.395], [0.290, -5.748, -1.246], [0.128, -5.552, -2.609], [0.108, -4.266, -3.129], [0.238, -3.178, -2.282], [2.817, -1.512, 1.038], [2.942, -2.231, -0.559], [1.339, -0.545, 2.504], [0.412, -0.593, 4.764], [-1.371, -2.207, 5.351], [-2.202, -3.791, 3.648], [-1.282, -3.760, 1.376], [0.587, -4.827, 0.662], [0.315, -6.750, -0.839], [0.021, -6.403, -3.267], [-0.011, -4.107, -4.192], [0.219, -2.172, -2.689], [0.815, 2.084, -5.670], [1.427, 1.428, -4.008], [2.755, 2.542, -3.308], [2.099, -0.304, -4.305], [-0.511, 1.377, -2.611], [-0.714, 3.568, -1.592], [-2.336, 3.717, -0.657], [0.755, 3.885, -0.468], [-0.738, 4.793, -3.028], [-2.548, 0.771, -3.724], [-2.388, -0.988, -4.393], [-2.904, 1.933, -5.161], [-4.008, 0.837, -2.532], [1.670, 2.298, -6.314], [0.230, 2.998, -5.581], [0.200, 1.341, -6.178], [3.659, 2.437, -3.911], [2.996, 2.253, -2.290], [2.458, 3.591, -3.328], [2.803, -0.281, -5.140], [1.301, -0.999, -4.572], [2.635, -0.680, -3.438], [-2.338, 3.081, 0.228], [-3.185, 3.448, -1.286], [-2.480, 4.748, -0.330], [1.254, 2.959, -0.191], [0.426, 4.374, 0.451], [1.487, 4.530, -0.955], [-1.644, 4.688, -3.624], [0.121, 4.682, -3.686], [-0.717, 5.810, -2.631], [-1.652, -1.036, -5.197], [-3.339, -1.355, -4.786], [-2.062, -1.673, -3.610], [-2.144, 1.870, -5.936], [-2.967, 2.970, -4.837], [-3.865, 1.666, -5.606], [-3.729, 0.516, -1.530], [-4.814, 0.193, -2.893], [-4.410, 1.846, -2.453]],
  "gap_ev": [7.44, 6.46],
  "homo_ev": [-7.3, -8.5],
  "e_above_lowest_kcal_mol": 0.0,
  "energy_ev": -138740.825,
  "spin_multiplicity": 4
}

=====

{
  "formula": "C5H34NO14",
  "method": "wB97M-V/def2-TZVPD",
  "species": ["C", "N", "C", "C", "C", "O", "C", "O", "H", "H", "H", "H", "H", "H", "H", "H", "H", "H", "H", "H", "O", "H", "H", "O", "H", "H", "O", "H", "H", "O", "H", "H", "O", "H", "H", "O", "H", "H", "O", "H", "H", "O", "H", "H", "O", "H", "H", "O", "H", "H", "O", "H", "H", "O"],
  "positions_angstrom": [[-1.613, -0.730, 1.148], [-0.164, -1.013, 0.977], [0.546, -0.208, -0.044], [2.016, -0.258, 0.310], [2.184, 0.477, 1.674], [2.592, -0.479, 2.646], [0.360, -0.963, -1.457], [-1.019, -0.995, -1.672], [-2.133, -0.434, 0.239], [-1.998, -0.024, 1.871], [-2.022, -1.696, 1.417], [0.302, -0.843, 1.863], [0.111, 0.756, -0.224], [2.438, -1.243, 0.226], [2.743, 0.203, -0.378], [2.937, 1.242, 1.561], [1.242, 0.869, 1.985], [0.640, -1.999, -1.336], [0.147, 3.804, -0.645], [1.561, 4.310, -0.864], [0.893, 4.184, -0.153], [-0.639, -3.565, -3.211], [0.159, -3.538, -1.982], [0.201, -3.924, -2.877], [0.242, 0.910, 4.960], [-0.779, 1.139, 3.923], [0.175, 1.086, 4.018], [-1.274, -0.748, -3.094], [-2.234, -1.051, -4.343], [-1.343, -0.764, -4.153], [-1.973, 2.742, -1.176], [-2.741, 3.711, -0.058], [-2.057, 3.585, -0.705], [1.376, 2.750, -2.520], [0.628, -0.380, -3.294], [1.021, -0.213, -2.425], [-1.681, -3.321, -0.328], [-1.896, -2.141, -1.284], [-2.365, -3.045, -0.939], [3.104, -4.050, 1.312], [2.390, -2.784, 1.093], [2.857, -3.463, 0.594], [-1.551, 1.491, 1.097], [2.901, 3.038, -2.225], [2.064, 3.431, -2.465], [-1.669, 1.444, -3.033], [-1.514, 0.431, -1.895], [-1.975, 1.316, -2.134], [-1.754, -1.676, 3.766], [-0.652, -0.947, 3.417], [-1.108, -1.145, 4.263], [2.286, -0.120, 3.484], [-0.842, 2.817, 1.301], [-1.121, 2.022, 1.769]],
  "gap_ev": 8.43,
  "homo_ev": -5.9,
  "e_above_lowest_kcal_mol": 103.9,
  "charge": -1,
  "energy_ev": -35892.845,
  "spin_multiplicity": 1
}

=====

{
  "formula": "C2H2BrN",
  "method": "wB97M-V/def2-TZVPD",
  "species": ["C", "C", "N", "Br", "H", "H"],
  "positions_angstrom": [[0.138, 0.296, -0.234], [-1.211, 0.434, -0.197], [1.324, 0.217, -0.094], [3.599, -1.992, 0.785], [-1.826, 0.525, 0.686], [-2.024, 0.520, -0.946]],
  "gap_ev": [9.13, 6.93],
  "homo_ev": [-10.9, -10.0],
  "e_above_lowest_kcal_mol": 64.7,
  "energy_ev": -73635.366,
  "spin_multiplicity": 1
}

=====

{
  "formula": "C14H10Cl2NO2Se2Te2Tl",
  "method": "wB97M-V/def2-TZVPD",
  "species": ["Tl", "Se", "Te", "Te", "Se", "Cl", "C", "C", "C", "C", "C", "Cl", "C", "N", "C", "C", "C", "C", "C", "C", "C", "C", "O", "O", "H", "H", "H", "H", "H", "H", "H", "H", "H", "H"],
  "positions_angstrom": [[0.154, -3.666, 1.569], [2.869, -2.516, 2.642], [4.066, -3.969, 1.128], [2.483, -6.459, 1.507], [1.358, -6.680, -0.557], [1.664, -1.725, -0.999], [0.461, -1.047, -2.009], [0.282, -1.540, -3.282], [-0.721, -1.020, -4.139], [-1.526, 0.021, -3.695], [-1.351, 0.549, -2.397], [-2.403, 1.808, -1.843], [-0.442, -0.046, -1.517], [-0.403, 0.297, -0.198], [-0.193, 1.505, 0.391], [0.372, 2.537, -0.375], [0.746, 3.713, 0.256], [0.485, 3.964, 1.619], [-0.149, 2.967, 2.344], [-0.398, 1.699, 1.811], [-0.648, 0.550, 2.782], [-1.533, -0.744, 2.468], [-2.541, -0.958, 3.138], [-1.105, -1.490, 1.474], [0.983, -2.320, -3.655], [-0.817, -1.445, -5.125], [-2.258, 0.481, -4.327], [-0.683, -0.453, 0.545], [0.523, 2.313, -1.429], [1.282, 4.482, -0.271], [0.633, 4.942, 2.033], [-0.401, 3.156, 3.400], [-1.084, 1.042, 3.667], [0.295, 0.051, 3.044]],
  "gap_ev": 5.00,
  "homo_ev": -0.7,
  "charge": -2,
  "energy_ev": -195286.405,
  "spin_multiplicity": 1
}

=====

{
  "formula": "C6H12O",
  "method": "wB97M-V/def2-TZVPD",
  "species": ["C", "C", "C", "C", "C", "C", "O", "H", "H", "H", "H", "H", "H", "H", "H", "H", "H", "H", "H"],
  "positions_angstrom": [[1.432, 1.174, 0.148], [0.650, -0.140, 0.138], [1.523, -1.297, -0.349], [-0.601, 0.009, -0.714], [-1.814, -0.852, -0.471], [-1.855, 0.602, -0.122], [-1.767, 0.793, 1.616], [0.807, 2.012, 0.482], [2.305, 1.113, 0.807], [1.790, 1.420, -0.860], [0.319, -0.364, 1.159], [2.406, -1.416, 0.290], [1.874, -1.120, -1.373], [0.969, -2.242, -0.340], [-0.378, 0.250, -1.760], [-2.375, -1.253, -1.316], [-1.787, -1.506, 0.397], [-2.424, 1.353, 0.537], [-1.074, 1.465, 1.730]],
  "gap_ev": 10.18,
  "homo_ev": -9.2,
  "e_above_lowest_kcal_mol": 99.3,
  "energy_ev": -8460.048,
  "spin_multiplicity": 1
}

=====

Which formula does entry 5 have?
C14H10Cl2NO2Se2Te2Tl